--- 1 ---
16
Properties=species:S:1:pos:R:3 method="wB97M-V/def2-TZVPD" orbital_gap_ev=8.35 smiles=c1cc2c([nH]1)CCN2
C -2.100 0.055 0.244
C -1.324 -1.204 -0.211
C 0.097 -0.651 -0.006
C 2.197 0.023 0.055
C 1.434 1.140 -0.073
C 0.058 0.728 -0.052
H -2.165 -0.086 1.364
H -3.089 0.166 -0.232
H -1.635 -2.056 0.407
H -1.511 -1.485 -1.290
H 1.748 -2.035 0.286
H 3.289 -0.092 0.135
H 1.846 2.147 -0.109
H -1.437 2.041 0.423
N 1.406 -1.069 0.064
N -1.295 1.190 -0.168



--- 2 ---
16
Properties=species:S:1:pos:R:3 method="wB97M-V/def2-TZVPD" orbital_gap_ev=8.92 smiles=C[C@H]1Cc2nc[nH]c21
C 1.351 -2.596 -1.062
C -0.352 -1.436 -0.813
C 0.666 -0.768 -0.107
C -1.433 -0.539 -0.375
C -0.342 0.219 0.553
C -0.230 1.735 0.421
N 0.076 -2.548 -1.406
N 1.767 -1.563 -0.286
H 2.097 -3.269 -1.418
H -1.895 0.216 -1.086
H -2.194 -1.099 0.305
H -0.532 -0.207 1.499
H -0.746 2.089 -0.490
H 0.959 2.112 0.329
H -0.564 2.094 1.372
H 2.641 -1.456 0.141



Energy comparison, zero being the most stable, in eV: 1 0.000; 2 1.747.



--- 1 ---
17
Properties=species:S:1:pos:R:3 method="wB97M-V/def2-TZVPD" orbital_gap_ev=8.44 smiles="CC(C)P=O.C"
C -1.193 -0.130 0.914
C 0.637 -1.809 0.400
C 0.171 1.516 -2.338
C 0.263 -0.333 0.848
O 0.506 0.779 3.391
P 1.268 -0.113 2.457
H -1.816 -0.858 1.450
H -1.539 0.834 1.340
H -1.673 -0.359 -0.104
H 0.092 -1.987 -0.472
H 0.377 -2.420 1.171
H 1.671 -1.751 0.313
H 0.297 2.069 -3.294
H -0.847 1.094 -2.155
H 0.308 2.333 -1.607
H 0.656 0.400 0.118
H 0.824 0.734 -2.430



--- 2 ---
17
Properties=species:S:1:pos:R:3 method="wB97M-V/def2-TZVPD" orbital_gap_ev="8.20 / 7.89"
C -0.898 -0.188 2.301
C 1.661 -0.163 -1.141
C -0.392 0.770 1.318
C 0.153 -0.339 -1.040
O -0.403 -1.613 -0.838
P -0.794 0.592 -2.326
H -0.910 0.282 3.269
H -0.349 -1.173 2.484
H -1.813 -0.458 2.037
H 1.957 0.873 -0.915
H 1.878 -0.222 -2.289
H 2.268 -0.906 -0.542
H 0.696 0.975 1.239
H -0.976 1.596 1.038
H 0.208 -2.331 -1.209
H -0.297 1.931 -1.893
H -1.990 0.376 -1.494



Energy comparison, zero being the most stable, in eV: 1 0.000; 2 3.653.



--- 1 ---
14
Properties=species:S:1:pos:R:3 method="wB97M-V/def2-TZVPD" orbital_gap_ev=10.24 smiles=CN(O)C(O)(O)O
C 0.795 -0.241 0.144
C -1.240 1.075 -0.233
N -0.607 -0.003 0.503
O -1.319 -1.236 0.217
O 1.524 0.927 0.188
O 1.260 -1.124 1.104
O 0.909 -0.766 -1.139
H -1.243 -1.348 1.228
H 0.240 -1.467 -1.214
H 1.670 1.217 -0.721
H 2.222 -1.065 1.124
H -2.287 1.094 0.057
H -0.760 2.005 0.058
H -1.164 0.932 -1.316



--- 2 ---
14
Properties=species:S:1:pos:R:3 method="wB97M-V/def2-TZVPD" orbital_gap_ev=10.43 smiles=CC(O)(O)N(O)O
C 0.153 0.309 -0.137
C -0.814 1.153 0.679
N 0.335 -1.040 0.429
O 1.380 -1.678 -0.367
O -0.891 -1.781 0.181
O -0.312 0.194 -1.459
O 1.422 0.924 -0.225
H 1.977 -0.917 -0.546
H -0.937 -2.315 0.996
H -0.352 -0.777 -1.540
H 1.230 1.774 -0.658
H -0.487 1.248 1.720
H -1.828 0.738 0.658
H -0.877 2.168 0.269



Energy comparison, zero being the most stable, in eV: 1 0.000; 2 1.367.